Model 1:
The following is a quantum chemistry calculation of a single F4NP molecule, from the OMol25 dataset.

Geometry as ORCA input:
```
! wB97M-V def2-TZVPD RIJCOSX def2/J DEFGRID3
* xyz 0 1
P -1.026 0.171 0.580
F 1.192 1.184 -0.491
F -1.729 0.535 -0.795
F -1.219 -1.297 0.265
F 1.441 -0.448 0.855
N 0.637 -0.064 -0.184
*
```

Output
E_LUMO (eV): 0.2
HOMO energy (eV): -10.64
SMILES: FN(F)P(F)F



Model 2:
The following is a quantum chemistry calculation of 2 unconnected molecules or ions with the total composition F4NP, from the OMol25 dataset.

Geometry as ORCA input:
```
! wB97M-V def2-TZVPD RIJCOSX def2/J DEFGRID3
* xyz 0 1
P 1.474 0.248 0.688
F 1.701 -1.160 -0.044
F -2.066 -0.890 0.514
F -1.664 1.018 -0.262
F 1.786 1.073 -0.653
N -1.231 -0.289 -0.243
*
```

Output
E_LUMO (alpha / beta) (eV): -0.8 / -0.8
HOMO energy (alpha / beta) (eV): -8.45 / -10.84



Of them, model 1 has the highest stability.



Model 1:
The following is a quantum chemistry calculation of a molecular structure, C4H6OS2, from the OMol25 dataset.

Geometry as ORCA input:
```
! wB97M-V def2-TZVPD RIJCOSX def2/J DEFGRID3
* xyz 0 1
S 1.815 -0.748 0.897
S 0.020 -1.228 1.908
O -0.440 0.881 -1.415
C -0.025 1.945 0.732
C 0.143 -0.616 0.273
C -0.180 0.825 -0.245
C -0.272 -1.857 -1.151
H 0.988 1.892 1.210
H -1.370 -1.469 -1.287
H -0.351 2.934 0.206
H -0.679 1.699 1.468
H -0.125 -2.765 -0.651
H 0.476 -1.492 -1.944
*
```

Output
E_LUMO (eV): -0.4
HOMO energy (eV): -8.80



Model 2:
The following is a quantum chemistry calculation of a single C4H6OS2 molecule, from the OMol25 dataset.

Geometry as ORCA input:
```
! wB97M-V def2-TZVPD RIJCOSX def2/J DEFGRID3
* xyz 0 1
S 1.365 -1.009 0.034
S 0.038 1.626 0.047
O -2.368 -0.039 -0.679
C -1.308 -0.750 -0.163
C 2.789 0.022 0.002
C -0.002 0.007 -0.056
C -2.477 -0.488 0.635
H -3.028 -1.428 0.799
H -1.140 -1.760 -0.517
H 2.736 0.725 -0.806
H 3.628 -0.658 -0.218
H 2.914 0.547 1.004
H -2.624 0.271 1.372
*
```

Output
E_LUMO (eV): -0.1
HOMO energy (eV): -8.62
SMILES: CSC(=S)[C@H]1CO1



Model 3:
The following is a quantum chemistry calculation of 3 unconnected molecules or ions with the total composition C4H6OS2, from the OMol25 dataset.

Geometry as ORCA input:
```
! wB97M-V def2-TZVPD RIJCOSX def2/J DEFGRID3
* xyz 0 1
S 2.290 0.316 -0.398
S -0.750 -0.778 -1.483
O -2.470 0.493 0.573
C 0.863 -0.015 0.734
C -1.305 -0.101 1.186
C -0.336 -0.660 0.093
C -0.012 1.006 1.556
H 1.582 -0.249 -2.304
H -2.013 0.836 -0.908
H 1.438 -0.702 1.527
H 0.363 1.101 2.541
H -1.489 -0.868 2.100
H -0.027 1.940 1.146
*
```

Output
E_LUMO (eV): -1.6
HOMO energy (eV): -9.03



Model 4:
The following is a quantum chemistry calculation of a single C4H6OS2 molecule, from the OMol25 dataset.

Geometry as ORCA input:
```
! wB97M-V def2-TZVPD RIJCOSX def2/J DEFGRID3
* xyz 0 1
S 1.542 -1.068 0.431
S 3.430 1.273 0.033
O 1.462 -1.581 -0.949
C 1.987 0.603 0.130
C -0.267 -0.900 0.653
C -1.050 1.413 -0.335
C -1.170 -0.031 -0.411
H -0.516 -0.624 1.777
H -1.407 1.748 0.648
H -0.716 -1.855 0.521
H -0.804 -0.538 -1.275
H -2.155 -0.249 -0.213
H -0.336 1.808 -1.010
*
```

Output
E_LUMO (alpha / beta) (eV): -1.3 / -1.2
HOMO energy (alpha / beta) (eV): -8.33 / -8.21



Of them, model 2 has the highest stability.



Model 1:
The following is a quantum chemistry calculation of a single C4H4O3 molecule, from the OMol25 dataset.

Geometry as ORCA input:
```
! wB97M-V def2-TZVPD RIJCOSX def2/J DEFGRID3
* xyz 0 1
O -2.186 1.001 -0.020
O 1.711 1.397 -0.956
O -0.589 -1.239 -0.611
C 1.322 0.280 -0.718
C -0.227 -1.176 0.742
C -0.037 -0.013 -0.155
C -0.990 1.145 -0.002
H -1.061 -1.128 1.443
H 0.634 -1.774 1.041
H -0.512 2.127 0.166
H 1.936 -0.620 -0.929
*
```

Output
E_LUMO (eV): 0.3
HOMO energy (eV): -10.12
SMILES: O=CC1(C=O)CO1



Model 2:
The following is a quantum chemistry calculation of a single C4H4O3 molecule, from the OMol25 dataset.

Geometry as ORCA input:
```
! wB97M-V def2-TZVPD RIJCOSX def2/J DEFGRID3
* xyz 0 1
O 0.236 -0.329 1.916
O 2.348 0.785 -0.510
O 0.095 -0.445 -1.554
C -0.351 -0.332 -0.421
C -1.748 0.102 -0.344
C 0.596 -0.250 0.766
C 2.043 0.126 0.449
H -2.098 0.536 0.615
H -1.389 0.534 -1.362
H -2.492 -0.551 -0.790
H 2.759 -0.175 1.236
*
```

Output
E_LUMO (eV): -1.3
HOMO energy (eV): -9.81
SMILES: CC(=O)C(=O)C=O



Of them, model 1 has the highest stability.



Model 1:
The following is a quantum chemistry calculation of a gas-phase ion, C4H4O3P (charge -1), from the OMol25 dataset.

Geometry as ORCA input:
```
! wB97M-V def2-TZVPD RIJCOSX def2/J DEFGRID3
* xyz -1 1
P 2.836 0.180 0.082
O 1.196 -2.079 -0.765
O 2.882 -0.527 1.367
O 4.071 0.423 -0.683
C 0.222 -1.801 -0.055
C -0.299 -0.560 0.347
C 1.414 1.060 -0.409
C 0.145 0.700 -0.031
H -0.446 -2.652 0.247
H -0.618 1.482 -0.073
H 1.615 1.964 -0.967
H -1.281 -0.612 0.809
*
```

Output
E_LUMO (eV): 4.1
HOMO energy (eV): -3.67
SMILES: O=P(=O)/C=C\C=C/[O-]



Model 2:
The following is a quantum chemistry calculation of a gas-phase ion, C4H4O3P (charge -1), from the OMol25 dataset.

Geometry as ORCA input:
```
! wB97M-V def2-TZVPD RIJCOSX def2/J DEFGRID3
* xyz -1 1
P 2.803 0.180 0.075
O 2.913 -0.489 1.379
O 4.055 0.293 -0.654
O 1.190 -2.045 -0.809
C 1.401 1.118 -0.414
C 0.314 -1.769 -0.027
C 0.099 0.721 0.013
C -0.332 -0.575 0.277
H 1.715 1.918 -0.955
H -0.174 -2.724 0.513
H -1.173 -0.767 0.800
H -0.764 1.402 0.057
*
```

Output
E_LUMO (eV): 4.1
HOMO energy (eV): -3.71
SMILES: O=P(=O)/C=C\C=C/[O-]



Of them, model 1 has the highest stability.



Model 1:
The following is a quantum chemistry calculation of a single C8H8N2O molecule, from the OMol25 dataset.

Geometry as ORCA input:
```
! wB97M-V def2-TZVPD RIJCOSX def2/J DEFGRID3
* xyz 0 3
O 1.291 2.428 -0.794
N 0.594 0.325 -0.720
N 2.838 -2.146 0.051
C -1.889 -1.676 -0.257
C -3.271 0.581 -0.183
C -0.446 -1.828 -0.232
C 1.890 -1.565 -0.201
C 2.180 1.240 1.055
C 1.309 1.228 -0.201
C 0.664 -0.956 -0.322
C -2.632 -0.533 -0.237
H -2.607 -2.473 -0.165
H -3.473 0.869 0.778
H 2.801 2.131 0.832
H 2.461 0.169 1.152
H 0.815 2.228 -1.674
H -3.759 1.255 -0.794
H -0.247 -2.874 -0.044
H 1.482 1.598 1.954
*
```

Output
E_LUMO (alpha / beta) (eV): 0.6 / -2.3
⟨S²⟩: 2.033
HOMO energy (alpha / beta) (eV): -6.04 / -10.24



Model 2:
The following is a quantum chemistry calculation of 2 unconnected molecules or ions with the total composition C8H8N2O, from the OMol25 dataset.

Geometry as ORCA input:
```
! wB97M-V def2-TZVPD RIJCOSX def2/J DEFGRID3
* xyz 0 3
O -2.640 0.135 -0.432
N 1.781 -0.972 -0.046
N 0.897 -1.958 0.333
C 3.990 1.048 0.151
C -0.237 -0.192 -0.530
C 4.307 2.165 0.336
C -1.430 0.584 -0.992
C 3.070 -1.036 0.073
C 1.080 0.111 -0.581
C -0.279 -1.518 0.046
C -2.855 0.563 0.891
H -1.157 -2.106 0.234
H -3.825 0.169 1.184
H -2.087 0.185 1.576
H -1.277 1.655 -0.790
H -1.541 0.452 -2.075
H 1.622 0.976 -0.905
H 3.453 -1.919 0.575
H -2.872 1.658 0.952
*
```

Output
E_LUMO (alpha / beta) (eV): -1.0 / -2.4
⟨S²⟩: 2.014
HOMO energy (alpha / beta) (eV): -8.13 / -9.86



Of them, model 1 has the highest stability.